A cluster of 2 separate species, C3H11ClSi2 in total, computed with ωB97M-V/def2-TZVPD.

The value obtained for the strongest force on any atom is 3.4 eV Å⁻¹. As for the HOMO-LUMO gap (spin up / spin down): 8.219 / 7.426 eV. The total energy is -1159.97105 Ha. The relative energy (zero: lowest compared OMol25 entry of this formula, charge and spin) comes out at 84.72 kcal/mol. The calculation puts the highest occupied orbital energy (spin up / spin down) at -0.3257 / -0.2749 hartree.

Cartesian coordinates (Å):
C -0.498 1.013 2.652
C 1.699 -0.853 1.417
C -0.549 -0.825 -3.810
Si -0.201 -0.268 1.211
Si -0.503 0.716 -0.920
Cl -2.401 1.491 -1.176
H 0.402 1.449 3.056
H -0.998 1.905 2.156
H -1.148 0.692 3.460
H 1.760 -2.004 1.436
H 2.337 -0.688 0.497
H 2.126 -0.378 2.400
H -1.588 -0.795 -4.134
H -0.010 -0.018 -4.316
H -0.010 -1.798 -3.624
H -1.008 -1.382 0.941
H 0.588 1.742 -1.247

***

An isolated molecule of C3H11ClSi2, computed with ωB97M-V/def2-TZVPD.

The value obtained for the strongest force on any atom is 3.7 eV Å⁻¹. As for the HOMO-LUMO gap: 9.857 eV. The total energy is -1160.07635 Ha. The relative energy (zero: lowest compared OMol25 entry of this formula, charge and spin) comes out at 18.65 kcal/mol. The calculation puts the highest occupied orbital energy at -0.3432 hartree.

Cartesian coordinates (Å):
C 0.860 -1.877 -1.106
Si 0.561 -0.233 -0.123
C 1.602 -0.541 1.429
Si -1.587 0.214 0.669
C -2.100 1.934 -0.261
Cl -2.948 -0.998 -0.060
H 0.950 -1.893 -2.153
H 1.838 -2.230 -0.669
H 0.023 -2.603 -0.790
H 0.558 0.793 -1.312
H 1.212 -1.364 2.072
H 2.563 -0.769 0.936
H 1.659 0.389 1.946
H -2.166 0.311 2.066
H -1.754 1.606 -1.261
H -3.155 2.274 -0.179
H -1.512 2.800 -0.011

***

A structure of composition C3H11INO10P2S2, computed with ωB97M-V/def2-TZVPD.

The value obtained for the strongest force on any atom is 4.6 eV Å⁻¹. As for the HOMO-LUMO gap: 8.153 eV. The total energy is -2705.02939 Ha. The relative energy (zero: lowest compared OMol25 entry of this formula, charge and spin) comes out at 23.47 kcal/mol. The calculation puts the highest occupied orbital energy at -0.2146 hartree. As for the charge: -1.

Cartesian coordinates (Å):
O -5.234 2.403 0.242
S -4.027 2.451 -0.630
O -4.346 3.088 -1.940
I -3.393 0.154 -1.055
N -2.863 3.286 0.223
S -1.391 3.237 -0.570
O -0.670 1.943 -0.475
O -0.553 4.331 0.031
P -1.549 3.665 -2.688
O 0.031 4.119 -3.014
O -2.347 5.146 -2.726
H 0.302 4.733 -2.323
H -3.071 5.106 -2.095
C 3.590 -2.924 0.088
O 2.711 -3.195 1.179
P 1.231 -2.584 1.150
O 0.560 -2.666 -0.159
O 1.365 -1.136 1.783
C 1.798 -0.049 0.954
O 0.522 -3.371 2.333
C 0.112 -4.708 2.049
H 4.382 -2.252 0.423
H 4.038 -3.863 -0.238
H 3.068 -2.475 -0.757
H 1.674 -0.269 -0.107
H 2.849 0.162 1.163
H 1.204 0.830 1.193
H 0.951 -5.302 1.678
H -0.692 -4.707 1.313
H -0.252 -5.150 2.974

***

The ion C3H11N2 with charge +1, computed with ωB97M-V/def2-TZVPD.

The value obtained for the strongest force on any atom is 1.9 eV Å⁻¹. As for the HOMO-LUMO gap: 9.588 eV. The total energy is -230.13997 Ha. The relative energy (zero: lowest compared OMol25 entry of this formula, charge and spin) comes out at 26.61 kcal/mol. The calculation puts the highest occupied orbital energy at -0.4840 hartree. As for the charge: +1.

Cartesian coordinates (Å):
C 1.837 0.909 0.382
N 0.799 -0.058 0.808
C -0.562 0.337 0.780
C -1.247 0.167 -0.582
N -0.852 -1.205 -1.173
H 1.548 1.964 0.472
H 2.048 0.698 -0.664
H 2.778 0.737 0.890
H 1.189 -0.608 1.543
H -0.854 1.408 0.914
H -1.083 -0.206 1.577
H -0.906 0.914 -1.306
H -2.317 0.237 -0.465
H -0.193 -0.946 -1.903
H -0.370 -1.830 -0.524
H -1.583 -1.735 -1.651

***

The ion C3H11N2 with charge +1, computed with ωB97M-V/def2-TZVPD.

The value obtained for the strongest force on any atom is 0.9 eV Å⁻¹. As for the HOMO-LUMO gap: 9.484 eV. The total energy is -230.15282 Ha. The relative energy (zero: lowest compared OMol25 entry of this formula, charge and spin) comes out at 18.55 kcal/mol. The calculation puts the highest occupied orbital energy at -0.4826 hartree. As for the charge: +1.

Cartesian coordinates (Å):
C 0.488 1.545 0.591
C -0.150 0.179 0.337
N -1.558 0.420 -0.212
C 0.636 -0.765 -0.646
N 0.926 -2.060 -0.170
H 0.137 2.275 -0.138
H 1.564 1.489 0.467
H 0.321 1.882 1.606
H -0.317 -0.359 1.269
H -2.170 -0.378 -0.026
H -1.541 0.547 -1.226
H -1.964 1.249 0.226
H 0.087 -0.801 -1.594
H 1.573 -0.237 -0.841
H 0.241 -2.800 -0.067
H 1.726 -2.188 0.425

***

A cluster of 2 separate species, C3H11N2 in total, computed with ωB97M-V/def2-TZVPD.

The value obtained for the strongest force on any atom is 1.5 eV Å⁻¹. As for the HOMO-LUMO gap: 11.713 eV. The total energy is -230.13730 Ha. The relative energy (zero: lowest compared OMol25 entry of this formula, charge and spin) comes out at 28.29 kcal/mol. The calculation puts the highest occupied orbital energy at -0.5453 hartree. As for the charge: +1.

Cartesian coordinates (Å):
C 2.159 0.263 0.623
N 1.205 -0.896 0.626
H 1.590 1.151 0.374
H 2.631 0.411 1.588
H 2.963 0.104 -0.080
H 1.463 -1.532 -0.119
H 0.144 -0.491 0.549
H 1.251 -1.361 1.528
C -1.751 -0.550 -1.254
C -1.471 1.327 0.156
N -1.025 0.208 -0.217
H -1.170 -1.440 -1.452
H -2.015 0.002 -2.153
H -2.692 -0.851 -0.800
H -1.020 1.812 1.014
H -2.261 1.844 -0.383

***

A cluster of 2 separate species, C3H11N2 in total, computed with ωB97M-V/def2-TZVPD.

The value obtained for the strongest force on any atom is 1.8 eV Å⁻¹. As for the HOMO-LUMO gap: 10.955 eV. The total energy is -230.15271 Ha. The relative energy (zero: lowest compared OMol25 entry of this formula, charge and spin) comes out at 18.62 kcal/mol. The calculation puts the highest occupied orbital energy at -0.5655 hartree. As for the charge: +1.

Cartesian coordinates (Å):
C 1.712 1.078 0.719
C 1.150 0.197 1.862
H 1.547 0.471 -0.180
H 2.788 1.161 0.825
H 1.234 2.047 0.594
H 1.919 -0.518 2.130
H 0.733 0.803 2.661
H 0.324 -0.430 1.484
N -0.475 -0.134 -1.855
C -1.527 -0.865 -1.564
N -2.167 -0.926 -0.413
H -0.050 0.370 -1.080
H -0.428 0.309 -2.763
H -2.025 -1.306 -2.422
H -3.067 -1.373 -0.470
H -1.670 -0.881 0.472

***

A cluster of 2 separate species, C3H11N2 in total, computed with ωB97M-V/def2-TZVPD.

The value obtained for the strongest force on any atom is 5.9 eV Å⁻¹. As for the HOMO-LUMO gap: 10.323 eV. The total energy is -230.14251 Ha. The relative energy (zero: lowest compared OMol25 entry of this formula, charge and spin) comes out at 25.02 kcal/mol. The calculation puts the highest occupied orbital energy at -0.5295 hartree. As for the charge: +1.

Cartesian coordinates (Å):
C -1.684 -0.295 1.767
C -1.404 -0.653 3.200
H -2.677 -0.610 1.474
H -1.025 -0.776 0.958
H -1.578 0.838 1.760
H -1.432 -1.760 3.270
H -0.440 -0.341 3.544
H -2.221 -0.347 3.890
N 0.903 0.987 -0.792
C 0.777 0.151 -1.797
N 1.630 -0.151 -2.708
H 1.842 1.457 -0.768
H 0.169 0.984 -0.188
H -0.194 -0.362 -1.903
H 1.448 -0.778 -3.521
H 2.246 0.626 -3.033